Entry from the OMol25 dataset: a 7-piece molecular cluster, CH16NO6 overall (the ωB97M-V functional and the def2-TZVPD basis).

Total charge: +1
Energy relative to the best compared isomer or geometry (same formula, charge and spin) (kJ/mol): 37.9
Orbital gap (eV): 10.69
Maximum force (eV/Å): 2.56
Calculated total energy (eV): -15066.0750

The geometry in XYZ format:
```
24
Properties=species:S:1:pos:R:3:forces:R:3:nbo_charge:R:1
H -3.57205 1.71298 -0.94148 -0.30 -0.24 -0.61 0.49
H 0.83801 1.61460 3.09528 -0.24 0.19 0.17 0.50
O -0.57595 -2.17996 -0.28068 -0.52 0.06 0.44 -1.00
H -3.65175 2.77003 0.10266 -0.04 0.24 0.38 0.50
H 2.17775 2.14520 -0.07325 0.11 0.00 0.06 0.22
O 1.21413 -1.30535 1.55683 0.20 -0.02 0.38 -1.00
O 0.66102 1.31727 2.20114 0.62 -0.10 -0.24 -0.98
H -1.24246 -2.85107 -0.09726 0.09 -0.03 0.07 0.50
H 0.25324 0.67000 -0.40037 0.43 0.97 -1.30 0.46
O -3.56032 1.81836 0.00825 0.04 0.06 0.00 -0.93
O 0.87589 -1.85376 -2.43351 0.34 0.68 -0.27 -1.00
H 0.19850 -2.13384 -1.79435 0.22 -0.36 0.05 0.51
C 2.19842 1.30356 -0.75183 -0.65 -0.22 -0.89 0.13
H -2.11248 1.06934 0.13645 0.87 0.20 0.07 0.52
H 1.28354 -0.23966 -1.49084 -0.39 -0.08 -0.98 0.45
H 1.43456 -2.59903 -2.67018 -0.16 -0.07 0.11 0.49
H -0.00613 -2.07526 0.51200 0.02 -0.01 -0.17 0.52
H -1.35757 -0.28334 0.27707 0.29 0.32 -0.21 0.51
H -0.28087 1.36867 2.01216 -0.19 0.00 0.07 0.51
H 1.24683 -0.39435 1.92758 -0.34 -0.37 -0.15 0.51
N 1.12997 0.67318 -1.04389 0.41 -1.11 2.27 -0.60
O -1.18809 0.67370 0.14838 -1.24 -0.76 0.68 -1.02
H 3.07323 0.95819 -1.29166 0.35 0.44 0.29 0.21
H 1.39937 -1.90634 2.29311 0.07 0.21 -0.19 0.49
```
Forces are in eV/Å.